# C60H54FGeN2O5P3PdSe

C60H54FGeN2O5P3PdSe as an isolated structure at a distorted geometry (ωB97M-V/def2-TZVPD, the Open Molecules 2025 dataset).

```
128
Properties=species:S:1:pos:R:3:lowdin_charge:R:1
Pd 0.078 -0.147 0.169 0.3967
F 1.802 -3.710 1.850 -0.3338
Ge 1.119 -2.095 1.320 0.8006
C 0.008 -1.904 2.890 -0.2900
C -0.070 -3.014 3.738 -0.0885
C -0.689 -2.918 4.972 -0.0753
C -1.184 -1.691 5.391 -0.0689
C -1.108 -0.586 4.559 -0.0846
C -0.544 -0.680 3.277 -0.3186
P -0.664 0.926 2.218 0.9265
C 0.559 1.921 3.106 -0.2739
C 1.651 1.328 3.738 -0.0714
C 2.573 2.111 4.422 -0.0735
C 2.388 3.485 4.501 -0.0816
C 1.298 4.080 3.877 -0.0743
C 0.394 3.308 3.162 -0.0666
C -2.347 1.378 2.805 -0.3145
C -3.459 0.986 2.065 -0.1248
C -4.743 1.320 2.475 -0.0556
C -4.932 2.059 3.630 -0.0706
C -3.829 2.481 4.361 -0.0663
C -2.550 2.151 3.948 -0.1104
C 0.540 -2.965 -0.381 -0.2583
C 1.386 -3.900 -0.987 -0.0962
C 0.993 -4.574 -2.137 -0.0741
C -0.254 -4.325 -2.699 -0.1011
C -1.106 -3.402 -2.112 -0.1083
C -0.720 -2.727 -0.953 -0.3811
P -1.847 -1.610 -0.021 1.0810
C -2.694 -2.791 1.097 -0.3317
C -2.998 -4.073 0.639 -0.0687
C -3.672 -4.967 1.457 -0.0700
C -4.052 -4.592 2.741 -0.0751
C -3.762 -3.317 3.200 -0.0647
C -3.085 -2.420 2.382 -0.0936
C -3.154 -1.119 -1.177 -0.3512
C -4.499 -1.214 -0.828 -0.0782
C -5.477 -0.735 -1.692 -0.0677
C -5.117 -0.164 -2.904 -0.0718
C -3.775 -0.067 -3.253 -0.0630
C -2.797 -0.530 -2.388 -0.0890
C 2.865 -1.232 1.687 -0.2731
C 3.628 -1.785 2.723 -0.0904
C 4.876 -1.267 3.032 -0.0693
C 5.406 -0.216 2.285 -0.0720
C 4.663 0.337 1.259 -0.0891
C 3.372 -0.136 0.993 -0.3959
P 2.318 0.594 -0.288 1.0775
C 2.428 2.401 -0.155 -0.3199
C 2.965 3.054 0.953 -0.0886
C 2.947 4.441 1.014 -0.0773
C 2.375 5.185 -0.007 -0.0638
C 1.802 4.539 -1.092 -0.0815
C 1.823 3.156 -1.162 -0.1249
C 3.300 0.131 -1.761 -0.3136
C 3.779 -1.180 -1.811 -0.0840
C 4.558 -1.610 -2.874 -0.0782
C 4.859 -0.739 -3.912 -0.0909
C 4.381 0.563 -3.873 -0.0767
C 3.604 0.999 -2.804 -0.0713
H 0.370 -3.949 3.415 0.0994
H -0.765 -3.788 5.614 0.1068
H -1.638 -1.587 6.371 0.1076
H -1.496 0.348 4.924 0.0888
H 1.789 0.255 3.696 0.0944
H 3.426 1.643 4.900 0.1063
H 3.100 4.095 5.046 0.1052
H 1.155 5.152 3.936 0.1128
H -0.442 3.780 2.655 0.0917
H -3.338 0.476 1.125 0.0613
H -5.588 1.024 1.866 0.1095
H -5.932 2.327 3.950 0.1028
H -3.962 3.089 5.248 0.1066
H -1.702 2.521 4.513 0.1083
H 2.343 -4.123 -0.532 0.1017
H 1.658 -5.299 -2.593 0.1068
H -0.567 -4.857 -3.591 0.1084
H -2.076 -3.204 -2.555 0.1101
H -2.702 -4.384 -0.354 0.0995
H -3.901 -5.962 1.092 0.1047
H -4.570 -5.296 3.381 0.1041
H -4.052 -3.012 4.200 0.1102
H -2.869 -1.431 2.752 0.0772
H -4.786 -1.660 0.117 0.1053
H -6.523 -0.808 -1.415 0.1059
H -5.881 0.217 -3.571 0.1050
H -3.489 0.387 -4.196 0.1017
H -1.748 -0.438 -2.636 0.0814
H 3.242 -2.638 3.267 0.1012
H 5.452 -1.696 3.844 0.1042
H 6.396 0.167 2.504 0.1049
H 5.073 1.150 0.669 0.1146
H 3.398 2.493 1.770 0.0854
H 3.372 4.938 1.878 0.1029
H 2.345 6.266 0.057 0.1065
H 1.305 5.109 -1.866 0.1072
H 1.327 2.654 -1.987 0.0657
H 3.567 -1.863 -0.998 0.0939
H 4.933 -2.627 -2.889 0.1066
H 5.467 -1.072 -4.746 0.1023
H 4.624 1.255 -4.670 0.1026
H 3.269 2.026 -2.779 0.0942
C -0.671 2.599 -3.111 -0.0488
N -0.163 1.649 -4.098 -0.0564
C -0.364 2.022 -5.490 -0.1599
C 0.577 1.258 -6.389 -0.1543
C 0.423 -0.216 -6.097 -0.1608
N 0.627 -0.473 -4.681 -0.0616
C 1.011 -1.831 -4.331 -0.0242
C 0.298 0.425 -3.705 -0.4837
O 0.435 0.137 -2.504 -0.0786
H -0.057 3.500 -3.074 0.0790
H -0.674 2.146 -2.131 0.0530
H -1.698 2.885 -3.353 0.1065
H -0.196 3.095 -5.571 0.1256
H -1.404 1.836 -5.786 0.1247
H 1.607 1.562 -6.192 0.1202
H 0.349 1.468 -7.434 0.1186
H 1.161 -0.801 -6.646 0.1222
H -0.567 -0.562 -6.415 0.1282
H 2.002 -2.057 -4.729 0.0908
H 0.294 -2.542 -4.749 0.0884
H 1.026 -1.944 -3.255 0.0655
O -3.044 2.344 -0.513 -0.4329
Se -1.971 3.253 0.292 0.9081
O -0.947 4.105 -0.619 -0.4206
O -0.788 1.943 0.857 -0.5815
O -2.460 3.985 1.648 -0.4181
```

Summary:
ΔE to the lowest compared entry with this formula, charge and spin	29.7	kJ/mol
2S+1	1
LUMO	-0.91	eV
total charge	0
max |F|	1.0	eV Å⁻¹

---

# C3H15NO3

A 4-piece molecular cluster, C3H15NO3 overall at a distorted geometry (ωB97M-V/def2-TZVPD, the Open Molecules 2025 dataset).

```
22
Properties=species:S:1:pos:R:3:lowdin_charge:R:1
C -0.432 1.418 -1.494 -0.1313
C -0.455 0.338 -0.465 -0.4631
C -0.662 1.158 1.002 -0.0502
N -1.622 -0.484 -0.697 0.0118
H 0.406 2.129 -1.323 0.0772
H -0.148 0.944 -2.498 0.0971
H -1.371 2.065 -1.635 0.1012
H 0.563 -0.063 -0.342 0.0995
H -0.855 0.480 1.886 0.0670
H 0.122 1.929 1.230 0.0720
H -1.568 1.789 0.945 0.0525
H -1.429 -1.182 -1.413 0.1033
H -2.283 0.122 -1.100 0.0635
O 1.522 -1.870 0.948 -0.0626
H 0.637 -2.185 0.966 -0.0531
H 1.801 -1.563 1.816 0.0453
O -1.042 -2.286 1.234 -0.1086
H -1.495 -1.582 0.697 0.0028
H -1.629 -3.072 1.066 0.0828
O 3.096 0.936 -0.455 -0.0707
H 2.919 -0.016 -0.422 0.0194
H 3.925 0.997 0.053 0.0444
```

Summary:
ΔE to the lowest compared entry with this formula, charge and spin	111.5	kJ/mol
2S+1	1
LUMO	0.80	eV
structure (SMILES)	CC(C)N.O.O.O
total charge	0
max |F|	4.8	eV Å⁻¹

---

# C18H21NO5

One molecule with the formula C18H21NO5 at a distorted geometry (ωB97M-V/def2-TZVPD, the Open Molecules 2025 dataset).

```
45
Properties=species:S:1:pos:R:3:lowdin_charge:R:1
C -2.365 2.750 0.768 -0.0790
O -2.073 1.523 1.390 -0.1134
C -1.991 0.394 0.611 -0.2064
C -2.297 0.384 -0.743 -0.0141
C -2.249 -0.783 -1.486 -0.0881
C -1.876 -1.968 -0.883 -0.0906
C -1.535 -1.966 0.456 0.0033
C -1.580 -0.807 1.223 -0.2003
O -1.287 -0.990 2.547 -0.0177
C -0.647 -0.001 3.322 -0.1315
C 0.849 0.154 2.978 -0.3364
O 1.574 0.630 4.094 -0.0216
C 1.071 1.072 1.763 -0.1699
N 2.449 1.167 1.324 -0.0574
C 2.906 0.021 0.550 -0.1810
C 2.112 -0.125 -0.723 -0.2247
C 1.751 1.005 -1.443 -0.0423
C 1.014 0.925 -2.620 0.0134
C 0.667 -0.330 -3.055 -0.2198
C 1.032 -1.471 -2.342 -0.2128
C 1.743 -1.395 -1.171 0.0536
O 0.568 -2.583 -2.995 0.0246
C -0.087 -2.108 -4.150 -0.1677
O -0.043 -0.698 -4.170 0.0250
H -1.625 2.996 -0.001 0.0980
H -3.367 2.751 0.328 0.0964
H -2.324 3.496 1.561 0.0959
H -2.599 1.295 -1.233 0.1054
H -2.511 -0.750 -2.532 0.1061
H -1.836 -2.888 -1.445 0.1057
H -1.231 -2.874 0.951 0.1233
H -0.721 -0.377 4.348 0.1372
H -1.155 0.965 3.254 0.1222
H 1.258 -0.842 2.778 0.1522
H 1.259 1.517 4.307 0.0988
H 0.738 2.083 2.031 0.1310
H 0.476 0.722 0.921 0.1045
H 3.048 1.287 2.137 0.1100
H 2.864 -0.927 1.110 0.1124
H 3.956 0.209 0.297 0.1269
H 2.049 1.969 -1.063 0.1132
H 0.731 1.805 -3.174 0.1169
H 2.006 -2.286 -0.625 0.1271
H 0.413 -2.505 -5.048 0.1398
H -1.136 -2.444 -4.144 0.1321
```

Summary:
ΔE to the lowest compared entry with this formula, charge and spin	298.7	kJ/mol
2S+1	1
LUMO	0.70	eV
structure (SMILES)	COc1ccccc1OC[C@H](O)CNCc1ccc2c(c1)OCO2
total charge	0
max |F|	1.2	eV Å⁻¹

---

# C22H33ClN3

A 2-piece molecular cluster, C22H33ClN3 overall at a distorted geometry (ωB97M-V/def2-TZVPD, the Open Molecules 2025 dataset).

```
59
Properties=species:S:1:pos:R:3:lowdin_charge:R:1
C -4.161 -0.729 -5.424 -0.0766
C -2.686 -0.622 -4.948 -0.2358
C -2.351 0.839 -4.487 -0.5990
Cl -1.133 1.541 -5.625 0.6762
C -1.824 0.816 -3.074 -0.1854
C -2.677 0.759 -1.995 0.0602
C -2.128 0.772 -0.720 0.0309
N -0.818 0.829 -0.600 -0.0878
C -0.252 0.874 0.784 -0.0780
C 0.012 -0.531 1.375 -0.1359
C 1.436 -0.562 2.005 -0.3421
C 2.498 -0.918 0.923 -0.0436
C 1.496 -1.426 3.294 -0.1597
C 1.864 -2.906 3.083 -0.1851
C 1.099 -3.587 1.961 -0.1059
C -0.191 -3.907 1.973 -0.3481
C -1.135 -3.697 3.145 -0.0467
C -0.793 -4.582 0.727 -0.0599
N 0.057 0.848 -1.572 0.1843
C -0.443 0.844 -2.780 -0.0294
H -4.773 -1.103 -4.598 0.0758
H -4.542 0.233 -5.774 0.0768
H -4.203 -1.464 -6.233 0.0810
H -1.953 -0.900 -5.705 0.0948
H -2.570 -1.275 -4.074 0.1080
H -3.207 1.515 -4.550 0.1085
H -3.753 0.705 -2.138 0.1465
H -2.760 0.757 0.160 0.1602
H -0.925 1.471 1.404 0.1372
H 0.683 1.431 0.705 0.1016
H -0.151 -1.350 0.667 0.1113
H -0.694 -0.679 2.202 0.1035
H 1.650 0.471 2.318 0.1213
H 3.040 -0.014 0.613 0.0689
H 1.977 -1.254 0.018 0.0727
H 3.249 -1.640 1.247 0.0755
H 0.517 -1.344 3.790 0.1033
H 2.197 -0.937 3.983 0.1176
H 2.940 -2.993 2.906 0.1029
H 1.638 -3.430 4.022 0.1113
H 1.675 -3.850 1.069 0.1164
H -1.654 -2.741 3.002 0.0734
H -0.612 -3.753 4.104 0.0786
H -1.868 -4.513 3.137 0.0811
H -0.377 -4.089 -0.161 0.0671
H -0.390 -5.602 0.694 0.0864
H -1.883 -4.566 0.738 0.0708
H 0.237 0.892 -3.626 0.1035
N 3.551 6.090 1.828 0.0654
C 2.372 6.449 1.322 -0.1444
C 1.511 5.572 0.679 -0.0738
C 1.902 4.250 0.551 -0.0993
C 3.125 3.857 1.068 -0.0766
C 3.908 4.814 1.696 -0.1451
H 2.112 7.495 1.444 0.1078
H 0.563 5.918 0.289 0.1001
H 1.260 3.533 0.053 0.0779
H 3.467 2.833 0.987 0.0921
H 4.872 4.554 2.119 0.1077
```

Summary:
2S+1	1
LUMO	-4.61	eV
total charge	+1
max |F|	2.0	eV Å⁻¹

---

Which value of total charge does entry 2 give? 0